1.
{"formula": "C16H20IrN3O9S2", "method": "ωB97M-V/def2-TZVPD", "orbital_gap_ev": 7.472, "energy_ev": -64324.488, "de_lowest_kcal_mol": 16.5, "elements": ["Ir", "O", "C", "O", "C", "O", "C", "C", "O", "O", "H", "H", "H", "H", "H", "C", "C", "C", "C", "C", "C", "C", "S", "O", "O", "N", "C", "C", "O", "O", "H", "H", "H", "H", "H", "H", "H", "H", "H", "S", "C", "N", "C", "C", "N", "H", "H", "H", "H", "H", "H"], "positions_angstrom": [[1.097, -1.151, 0.831], [4.815, -0.098, -1.132], [3.827, -0.537, -0.377], [2.751, -0.886, -0.824], [4.140, -0.550, 1.107], [3.056, -0.005, 1.831], [2.852, 1.396, 1.651], [2.070, 1.655, 0.371], [2.429, 2.488, -0.436], [1.007, 0.913, 0.258], [4.535, -0.065, -2.061], [4.221, -1.590, 1.425], [5.068, -0.017, 1.309], [2.237, 1.711, 2.495], [3.796, 1.939, 1.647], [-3.799, 2.492, -1.482], [-3.098, 1.669, -0.431], [-2.187, 2.258, 0.438], [-1.602, 1.525, 1.460], [-1.931, 0.189, 1.607], [-2.836, -0.422, 0.748], [-3.411, 0.319, -0.269], [-1.299, -0.742, 2.969], [-0.845, 0.209, 3.955], [-2.316, -1.687, 3.360], [-0.023, -1.582, 2.400], [0.310, -2.797, 3.130], [1.291, -3.591, 2.313], [1.542, -4.738, 2.581], [1.872, -2.898, 1.345], [-3.181, 3.325, -1.817], [-4.720, 2.908, -1.070], [-4.077, 1.881, -2.342], [-1.939, 3.307, 0.319], [-0.908, 1.980, 2.152], [-3.084, -1.464, 0.899], [-4.123, -0.148, -0.940], [-0.568, -3.404, 3.341], [0.817, -2.589, 4.079], [-0.322, -2.023, -0.788], [-0.516, -0.869, -2.034], [-0.073, 0.360, -2.097], [-0.410, 1.007, -3.362], [-1.082, -0.129, -4.160], [-1.209, -1.178, -3.149], [0.383, 0.841, -1.301], [0.493, 1.380, -3.842], [-1.086, 1.846, -3.190], [-0.467, -0.465, -4.996], [-2.059, 0.157, -4.545], [-1.438, -2.130, -3.376]]}

2.
{"formula": "C16H20N2O3S", "method": "ωB97M-V/def2-TZVPD", "orbital_gap_ev": 8.438, "energy_ev": -36875.490, "de_lowest_kcal_mol": 22.7, "elements": ["O", "C", "N", "H", "C", "H", "H", "C", "C", "C", "C", "C", "C", "C", "H", "H", "H", "H", "H", "H", "H", "H", "H", "H", "H", "C", "H", "H", "S", "C", "N", "C", "C", "C", "C", "C", "O", "O", "H", "H", "H", "H"], "positions_angstrom": [[1.637, 2.537, -0.577], [0.809, 2.033, 0.150], [1.057, 1.618, 1.408], [0.331, 1.122, 1.905], [2.392, 1.542, 1.952], [2.395, 1.983, 2.954], [3.028, 2.134, 1.293], [2.905, 0.095, 2.010], [2.916, -0.520, 0.632], [3.836, -0.186, -0.261], [3.875, -0.695, -1.668], [2.964, -1.903, -1.860], [1.622, -1.640, -1.188], [1.821, -1.500, 0.317], [2.085, -2.474, 0.745], [0.884, -1.189, 0.785], [0.918, -2.448, -1.396], [1.200, -0.712, -1.580], [3.424, -2.785, -1.408], [2.828, -2.103, -2.925], [3.556, 0.119, -2.328], [4.904, -0.947, -1.941], [4.606, 0.530, -0.003], [3.913, 0.112, 2.429], [2.267, -0.490, 2.675], [-0.647, 1.903, -0.274], [-1.243, 2.693, 0.182], [-0.718, 1.989, -1.357], [-1.363, 0.299, 0.245], [-3.034, 0.596, -0.111], [-3.359, 1.784, -0.606], [-4.621, 2.030, -0.893], [-5.647, 1.110, -0.710], [-5.323, -0.130, -0.189], [-3.996, -0.408, 0.124], [-3.557, -1.684, 0.689], [-2.409, -1.917, 0.997], [-4.534, -2.587, 0.843], [-4.167, -3.404, 1.216], [-6.075, -0.885, -0.019], [-6.663, 1.361, -0.966], [-4.815, 3.017, -1.291]]}